Record 1
Entry from the Open Molecules 2025 dataset: C3H6N2O in the gas phase (ωB97M-V/def2-TZVPD).

```
! RIJCOSX wB97M-V def2-TZVPD def2/J DEFGRID3
* xyz 0 1
C -1.7367 -0.2886 -0.5038
N -0.9478 0.9049 -0.2224
C 0.3259 1.0405 0.1447
N 0.9941 -0.1458 0.2870
C 2.3396 -0.1427 0.6381
O 3.0026 -1.1448 0.7521
H -2.3050 -0.6173 0.3737
H -2.4405 -0.0772 -1.3133
H -1.0868 -1.0998 -0.8364
H -1.4648 1.7697 -0.2756
H 0.6089 -1.0805 0.1597
H 2.7104 0.8816 0.7961
*
```

Calculated values
calculated total energy	-8234.779	eV
relative energy (zero: lowest compared OMol25 entry of this formula, charge and spin)	44.3	kcal per mole
E_LUMO	0.0258	hartree

Record 2
Entry from the Open Molecules 2025 dataset: a molecular structure, C58H53N8O5PZn (ωB97M-V/def2-TZVPD).

```
! RIJCOSX wB97M-V def2-TZVPD def2/J DEFGRID3
* xyz 0 1
Zn 0.4404 -0.6451 -0.6539
C -4.3885 -1.9140 1.4888
N -2.9583 -2.0220 1.2742
C -2.1222 -1.0715 0.7773
N -0.9003 -1.5514 0.6811
C -0.9232 -2.8453 1.1417
C -2.2124 -3.1486 1.5129
C -2.8214 -4.4194 1.9432
C -3.3996 -4.5590 3.2019
C -3.9710 -5.7642 3.5794
C -3.9669 -6.8390 2.7018
C -3.3898 -6.7065 1.4468
C -2.8205 -5.5016 1.0663
C 0.2617 -3.7119 1.2793
C 1.2777 -3.7167 0.3254
C 2.3917 -4.5223 0.4982
C 2.5043 -5.3379 1.6150
C 1.4919 -5.3464 2.5638
C 0.3790 -4.5379 2.3976
P -2.6752 0.6353 0.4497
C -1.4021 1.6394 1.2910
N -0.1300 1.7537 0.9593
C 0.4156 2.6506 1.8451
C -0.5469 3.0583 2.7414
N -1.6979 2.4118 2.3770
C -3.0027 2.5802 2.9843
C -0.4919 4.0747 3.8006
C -0.9815 3.8290 5.0818
C -0.9184 4.8094 6.0607
C -0.3593 6.0447 5.7723
C 0.1402 6.2949 4.5011
C 0.0712 5.3202 3.5210
C 1.8189 3.0888 1.7848
C 2.5778 3.2527 2.9408
C 3.9004 3.6584 2.8579
C 4.4801 3.9000 1.6197
C 3.7301 3.7358 0.4648
C 2.4063 3.3328 0.5458
C -2.0628 0.8986 -1.2436
N -0.8168 0.7622 -1.6779
C -0.7869 1.2025 -2.9682
C -2.0596 1.5859 -3.3358
N -2.8584 1.3797 -2.2359
C -4.2840 1.6373 -2.1656
C -2.5604 2.0710 -4.6304
C -2.3135 1.3270 -5.7822
C -2.7598 1.7778 -7.0135
C -3.4575 2.9736 -7.1093
C -3.7036 3.7221 -5.9676
C -3.2553 3.2740 -4.7349
C 0.4304 1.3072 -3.7904
C 0.6855 2.4971 -4.4723
C 1.8046 2.6123 -5.2788
C 2.6803 1.5414 -5.4039
C 2.4349 0.3632 -4.7158
C 1.3123 0.2386 -3.9119
H -4.7692 -1.0571 0.9397
H -4.8750 -2.8184 1.1286
H -4.6168 -1.7885 2.5473
H -3.3850 -3.7263 3.8951
H -4.4123 -5.8676 4.5619
H -4.4105 -7.7800 2.9981
H -3.3840 -7.5431 0.7611
H -2.3632 -5.3928 0.0909
H 1.1689 -3.1216 -0.5749
H 3.1723 -4.5150 -0.2512
H 3.3748 -5.9675 1.7445
H 1.5711 -5.9764 3.4403
H -0.3949 -4.5322 3.1553
H -3.1082 3.6031 3.3387
H -3.7723 2.3785 2.2422
H -3.1399 1.9018 3.8274
H -1.3897 2.8559 5.3253
H -1.2969 4.6032 7.0532
H -0.3085 6.8093 6.5356
H 0.5849 7.2538 4.2706
H 0.4585 5.5121 2.5290
H 2.1355 3.0466 3.9084
H 4.4856 3.7733 3.7612
H 5.5183 4.1965 1.5566
H 4.1809 3.8988 -0.5044
H 1.8246 3.1871 -0.3552
H -4.7243 1.4557 -3.1431
H -4.7391 0.9683 -1.4399
H -4.4845 2.6679 -1.8714
H -1.7614 0.3991 -5.7069
H -2.5628 1.1914 -7.9010
H -3.8019 3.3249 -8.0727
H -4.2354 4.6618 -6.0374
H -3.4252 3.8748 -3.8497
H 0.0093 3.3363 -4.3599
H 2.0000 3.5400 -5.8005
H 3.5581 1.6312 -6.0307
H 3.1270 -0.4649 -4.7901
H 1.1144 -0.6748 -3.3650
C 1.3767 -0.9146 3.9388
C 2.3567 -0.9376 2.8198
N 2.0938 -0.7721 1.5394
C 3.2998 -0.7920 0.8931
C 4.3105 -0.9864 1.8061
N 3.6837 -1.0822 3.0144
C 5.7924 -1.0883 1.7706
O 6.3771 -0.9630 0.6066
O 6.3923 -1.2726 2.8101
C 3.3751 -0.5502 -0.5820
O 4.4950 -0.5545 -1.1207
O 2.2961 -0.3326 -1.2097
H 0.3766 -0.8444 3.5279
H 1.5521 -0.0482 4.5820
H 1.4476 -1.8141 4.5477
H 4.1902 -1.2260 3.8745
H 5.6871 -0.8176 -0.1437
C -0.6459 -4.2784 -2.4371
C -0.8979 -2.7781 -2.6708
C -0.8172 -2.5089 -4.1844
C -2.3405 -2.4660 -2.2194
O 0.0378 -2.0134 -2.0072
H -1.4215 -4.8927 -2.9023
H -0.6217 -4.4923 -1.3670
H 0.3212 -4.5605 -2.8561
H -1.4916 -3.1615 -4.7446
H 0.2027 -2.6751 -4.5326
H -1.0831 -1.4690 -4.3907
H -3.0712 -2.9479 -2.8737
H -2.5131 -1.3870 -2.2498
H -2.5104 -2.8233 -1.2005
*
```

Calculated values
calculated total energy	-140877.702	eV
E_LUMO	-0.0022	hartree

Record 3
Entry from the Open Molecules 2025 dataset: C3H3NO3 in the gas phase (ωB97M-V/def2-TZVPD).

```
! RIJCOSX wB97M-V def2-TZVPD def2/J DEFGRID3
* xyz 0 1
N -0.5479 1.2880 -0.7090
C -0.4695 0.1162 -0.3020
O 0.5694 -0.7857 -0.2827
C 1.8588 -0.3432 -0.2494
O 2.2125 0.7979 -0.1844
C -2.0096 -0.1406 1.3557
O -1.5784 -0.5619 0.1765
H 0.3511 1.6465 -1.0197
H 2.5157 -1.2218 -0.2844
H -2.9021 -0.7952 1.4995
*
```

Calculated values
calculated total energy	-10788.365	eV
relative energy (zero: lowest compared OMol25 entry of this formula, charge and spin)	100.0	kcal per mole
E_LUMO	0.0077	hartree

Record 4
Entry from the Open Molecules 2025 dataset: 2 unconnected molecules or ions with the total composition C4H8N2O in a non-equilibrium geometry (ωB97M-V/def2-TZVPD).

```
! RIJCOSX wB97M-V def2-TZVPD def2/J DEFGRID3
* xyz 0 1
C -0.5603 1.2437 1.0130
C 0.3022 0.0766 0.5965
C 1.4288 0.2925 -0.3390
N 1.6795 -0.0656 1.0597
C -1.3433 -1.2588 -1.6651
O -1.4681 -0.1697 -2.0776
N -1.0744 -2.3479 -1.1974
H 0.0481 2.1452 1.1569
H -1.3108 1.4622 0.2426
H -1.0848 1.0333 1.9522
H 1.7024 -0.4627 -1.0754
H 1.6204 1.3190 -0.6554
H 1.9629 0.7556 1.5888
H -0.2123 -0.8822 0.5546
H -1.6903 -3.1411 -1.1545
*
```

Calculated values
structure (SMILES)	C[C@H]1CN1.N=C=O
calculated total energy	-9304.282	eV
relative energy (zero: lowest compared OMol25 entry of this formula, charge and spin)	48.7	kcal per mole
E_LUMO	0.0264	hartree

Record 5
Entry from the Open Molecules 2025 dataset: 2 unconnected molecules or ions with the total composition C6H16NO2P in a non-equilibrium geometry (ωB97M-V/def2-TZVPD).

```
! RIJCOSX wB97M-V def2-TZVPD def2/J DEFGRID3
* xyz 0 1
N 2.2945 -0.5751 1.7792
C 1.6825 -1.3747 0.7089
C 0.6022 -2.3269 1.1843
O 1.1726 -3.3950 1.9291
C -0.5505 -1.6480 1.9286
P -1.9415 -1.0518 0.8711
H 2.5907 0.3127 1.3929
H 1.6172 -0.3412 2.4942
H 1.3098 -0.7661 -0.1168
H 2.4638 -2.0038 0.2857
H 0.1790 -2.7768 0.2874
H 1.0143 -3.2539 2.8702
H -0.9787 -2.3778 2.6086
H -0.2363 -0.8015 2.5346
H -1.7487 0.3225 0.7291
H -1.6883 -1.6147 -0.3913
C -1.8312 1.7503 -2.5462
C -0.9085 2.3216 -1.4978
O -1.1593 2.2293 -0.3186
C 0.3419 3.0086 -1.9883
H -2.6880 1.2852 -2.0644
H -2.1801 2.5430 -3.2097
H -1.3035 1.0027 -3.1406
H 0.0786 3.8510 -2.6295
H 0.9523 2.3092 -2.5621
H 0.9152 3.3711 -1.1387
*
```

Calculated values
structure (SMILES)	NC[C@@H](O)CP.CC(C)=O
calculated total energy	-21354.097	eV
relative energy (zero: lowest compared OMol25 entry of this formula, charge and spin)	33.1	kcal per mole
E_LUMO	0.0230	hartree

Record 6
Entry from the Open Molecules 2025 dataset: 4 unconnected molecules or ions with the total composition C3H15NO4S in a non-equilibrium geometry (ωB97M-V/def2-TZVPD).

```
! RIJCOSX wB97M-V def2-TZVPD def2/J DEFGRID3
* xyz 0 1
C -0.6901 1.5702 1.3786
C 0.1690 1.8152 0.1190
S 1.7182 2.7259 0.4652
N -1.2928 0.2458 1.5635
C -1.9055 -0.2967 0.3661
O -0.9802 -1.1010 -0.4577
H -1.5327 2.2700 1.3925
H -0.1525 1.8789 2.2754
H 0.3457 0.8779 -0.3980
H -0.3933 2.4216 -0.5797
H 1.6608 2.5458 1.7817
H -0.5533 -0.4022 1.7905
H -2.2246 0.4318 -0.3649
H -2.6413 -1.0267 0.6909
H -0.1747 -1.4033 0.0073
H 1.3723 -2.3357 0.2522
H 1.7303 -2.0697 1.7590
O 0.9980 -2.2276 1.1530
H 2.2896 -2.2393 -2.0784
H 1.5245 -0.9559 -1.7663
O 2.1140 -1.6244 -1.3977
H -0.5096 -0.3826 -1.8537
H -0.5785 -0.7075 -3.3481
O -0.2935 -0.0104 -2.7506
*
```

Calculated values
structure (SMILES)	OCNCCS.O.O.O
calculated total energy	-23869.196	eV
relative energy (zero: lowest compared OMol25 entry of this formula, charge and spin)	0.0	kcal per mole
E_LUMO	0.0170	hartree

Repeat the sixth record exactly.
Entry from the Open Molecules 2025 dataset: 4 unconnected molecules or ions with the total composition C3H15NO4S in a non-equilibrium geometry (ωB97M-V/def2-TZVPD).

```
! RIJCOSX wB97M-V def2-TZVPD def2/J DEFGRID3
* xyz 0 1
C -0.6901 1.5702 1.3786
C 0.1690 1.8152 0.1190
S 1.7182 2.7259 0.4652
N -1.2928 0.2458 1.5635
C -1.9055 -0.2967 0.3661
O -0.9802 -1.1010 -0.4577
H -1.5327 2.2700 1.3925
H -0.1525 1.8789 2.2754
H 0.3457 0.8779 -0.3980
H -0.3933 2.4216 -0.5797
H 1.6608 2.5458 1.7817
H -0.5533 -0.4022 1.7905
H -2.2246 0.4318 -0.3649
H -2.6413 -1.0267 0.6909
H -0.1747 -1.4033 0.0073
H 1.3723 -2.3357 0.2522
H 1.7303 -2.0697 1.7590
O 0.9980 -2.2276 1.1530
H 2.2896 -2.2393 -2.0784
H 1.5245 -0.9559 -1.7663
O 2.1140 -1.6244 -1.3977
H -0.5096 -0.3826 -1.8537
H -0.5785 -0.7075 -3.3481
O -0.2935 -0.0104 -2.7506
*
```

Calculated values
structure (SMILES)	OCNCCS.O.O.O
calculated total energy	-23869.196	eV
relative energy (zero: lowest compared OMol25 entry of this formula, charge and spin)	0.0	kcal per mole
E_LUMO	0.0170	hartree

Q: The highest calculated total energy belongs to which entry?
A: C3H6N2O

Q: Look up the calculated total energy of the fourth one.
A: -9304.282 eV

Repeat the third record exactly.
Entry from the Open Molecules 2025 dataset: C3H3NO3 in the gas phase (ωB97M-V/def2-TZVPD).

```
! RIJCOSX wB97M-V def2-TZVPD def2/J DEFGRID3
* xyz 0 1
N -0.5479 1.2880 -0.7090
C -0.4695 0.1162 -0.3020
O 0.5694 -0.7857 -0.2827
C 1.8588 -0.3432 -0.2494
O 2.2125 0.7979 -0.1844
C -2.0096 -0.1406 1.3557
O -1.5784 -0.5619 0.1765
H 0.3511 1.6465 -1.0197
H 2.5157 -1.2218 -0.2844
H -2.9021 -0.7952 1.4995
*
```

Calculated values
calculated total energy	-10788.365	eV
relative energy (zero: lowest compared OMol25 entry of this formula, charge and spin)	100.0	kcal per mole
E_LUMO	0.0077	hartree